Entry 1:
Below is a structure of composition C8H10O4, with properties calculated with ωB97M-V/def2-TZVPD.

Results
HOMO in eV: -8.5
Largest force on an atom in eV/Å: 4.73
ΔE to the lowest compared entry with this formula, charge and spin in kJ/mol: 58.4

Structure (ORCA input):
```
! wB97M-V def2-TZVPD RIJCOSX def2/J DEFGRID3
* xyz 0 1
C 0.1798 -1.3809 -0.7733
C -0.9646 1.0757 -0.1125
C -2.6343 -1.0219 -0.1117
C 0.8650 -1.3712 0.5641
C 0.3617 1.7604 0.0028
C 1.7957 -0.2345 0.7974
C 1.2306 1.1689 1.0977
C -0.9632 -0.2451 -0.8734
O 0.4335 -1.9982 -1.7469
O -2.0142 1.5761 0.1711
O -3.3664 -1.4982 -0.8615
O -1.2460 0.1251 -2.1543
H -2.8301 -0.7163 0.8915
H -0.0122 -1.4757 1.1964
H 1.4057 -2.3517 0.6570
H 0.8579 1.7544 -0.9777
H 0.1012 2.8148 0.1989
H 2.4132 -0.4429 1.6847
H 2.4978 -0.2489 -0.0219
H 2.0429 1.9536 1.0374
H 0.7710 1.3390 2.0172
H -0.9250 -0.5823 -2.6829
*
```

---

Entry 2:
Below is a cluster of 2 separate species, C8H10OS2 in total, with properties calculated with ωB97M-V/def2-TZVPD.

Results
HOMO in eV: -8.2
Largest force on an atom in eV/Å: 5.69
SMILES: C=C1C=CCS1.O=CCC=S
ΔE to the lowest compared entry with this formula, charge and spin in kJ/mol: 329.5

Structure (ORCA input):
```
! wB97M-V def2-TZVPD RIJCOSX def2/J DEFGRID3
* xyz 0 1
C -3.4117 1.6967 -1.1315
C -2.0820 1.5729 -1.0277
C 0.4966 1.9298 -1.2783
C -0.1285 1.9752 0.1537
C -1.4204 1.7822 0.2974
C 0.7060 -2.2152 -0.0844
C 0.4012 -1.4798 1.1959
C 1.6786 -1.3101 2.1678
H -4.0209 1.6315 -0.2077
H -3.9634 1.6532 -1.9929
H 1.2801 1.2599 -1.5627
H 0.8967 2.9360 -1.4788
H 0.7965 2.4131 0.6640
H -1.9467 1.8062 1.2242
H 1.4411 -2.9583 0.2420
H -0.2280 -0.5245 0.9390
H -0.3522 -2.1187 1.8411
H 2.2056 -0.2921 2.2212
O 0.0859 -2.1253 -1.1969
S -0.9270 1.7299 -2.4549
S 2.5373 -2.5120 2.8254
*
```

---

no.,E_tot (eV),frontier orbital gap (eV)
1,-16645.456,9.057
2,-32171.814,7.335